Entry 1:
Computed, not measured: a cluster of 2 separate species, C32H61N2O5 in total, with ωB97M-V with the def2-TZVPD basis set.

Results
HOMO level = -0.41277 Ha
Total charge = +1

Structure (XYZ):
```
100
C32H61N2O5 | the OMol25 dataset | ωB97M-V with the def2-TZVPD basis set
C -5.6973 0.1639 -0.3067
O -4.5493 -0.3737 0.3845
C -4.1912 -1.6530 -0.1300
C -2.9713 -2.2396 0.6871
C -2.2228 -3.2681 -0.2941
C -1.8055 -4.6200 0.4059
C -1.1496 -4.4434 1.8292
C -0.1756 -5.6508 2.1973
C 1.2984 -5.4365 1.6192
C 2.3952 -5.3781 2.7631
C 3.2589 -4.0384 2.7532
C 2.2107 -2.8556 2.7573
C 1.5360 -2.6158 4.0563
C 0.5645 -1.5180 4.1797
C -0.1162 -1.2674 5.5598
O 0.6028 -1.1023 6.5070
O -1.4961 -1.2305 5.7346
C 0.3121 -0.7082 2.9682
O -0.5560 0.3683 2.9856
C 0.1514 1.5664 3.4772
C 0.9397 2.2945 2.3330
C 0.0069 2.7309 1.1219
C 1.7898 3.5373 2.8194
C 3.1102 3.5973 1.9307
C 3.6401 5.0607 1.6457
C 4.2147 2.6621 2.6014
C 1.0283 -1.0300 1.7261
N 1.9459 -2.0718 1.6358
C 2.6575 -2.2938 0.3385
C 1.7532 -1.9975 -0.9188
C 1.9383 -0.5062 -1.5019
C 0.4832 -0.0096 -1.9045
C 0.4634 1.1831 -2.9285
N -0.9008 1.8030 -2.8277
H -6.4028 -0.6841 -0.5585
H -5.3365 0.6946 -1.2343
H -6.1763 0.8976 0.3936
H -3.8771 -1.5293 -1.2049
H -5.0170 -2.4196 -0.0935
H -3.2597 -2.7116 1.6599
H -2.2755 -1.3694 0.8847
H -2.8762 -3.4848 -1.1885
H -1.3281 -2.7080 -0.6939
H -2.7229 -5.2642 0.4732
H -1.0958 -5.1473 -0.2983
H -0.5969 -3.4713 1.9637
H -1.9897 -4.4449 2.5863
H -0.6338 -6.5604 1.7030
H -0.1692 -5.8566 3.3092
H 1.5311 -6.3529 0.9985
H 1.3251 -4.5639 0.9093
H 1.8613 -5.3933 3.7545
H 3.1309 -6.2293 2.6919
H 3.8531 -3.9029 3.7047
H 3.9799 -3.9803 1.8996
H 1.7839 -3.2469 4.9469
H -1.8541 -2.1017 5.4638
H -0.6294 2.2621 3.8935
H 0.8315 1.2028 4.3072
H 1.6692 1.5440 1.9078
H 0.6263 3.1602 0.2804
H -0.7177 3.5431 1.4169
H -0.6079 1.8495 0.7947
H 2.0826 3.4777 3.9098
H 1.2605 4.5199 2.6901
H 2.8356 3.1225 0.9391
H 3.1644 5.8628 2.2651
H 4.7525 5.0769 1.8478
H 3.5002 5.2940 0.5577
H 3.9540 1.5833 2.4133
H 5.2361 2.8345 2.1620
H 4.2733 2.8323 3.7135
H 0.7869 -0.3621 0.8572
H 3.5875 -1.6597 0.2728
H 3.0029 -3.3621 0.2428
H 2.0874 -2.6838 -1.7536
H 0.6562 -2.2007 -0.7399
H 2.2787 0.1107 -0.6153
H 2.6798 -0.4599 -2.3365
H -0.1359 0.2548 -0.9917
H -0.0222 -0.9065 -2.3820
H 1.2644 1.9518 -2.7731
H 0.6002 0.7597 -3.9705
H -1.5205 0.9874 -2.7390
H -1.1236 2.3344 -3.6718
C -3.3186 5.7539 -6.9989
C -2.7491 4.9891 -5.8167
O -2.4771 3.6244 -6.1000
C -1.5286 3.3692 -7.1245
C -0.1477 3.9325 -6.8316
H -4.2052 5.2494 -7.3905
H -3.5931 6.7673 -6.7000
H -2.5987 5.8302 -7.8160
H -3.4815 4.9941 -5.0070
H -1.8520 5.4852 -5.4285
H -1.9039 3.7271 -8.0878
H -1.4528 2.2822 -7.2060
H -0.1584 5.0240 -6.8020
H 0.5590 3.6279 -7.6057
H 0.2116 3.5853 -5.8599
```

Entry 2:
Computed, not measured: a cluster of 11 separate species, C32H61N5O6S6 in total, with ωB97M-V with the def2-TZVPD basis set.

Results
Expectation value of S² = 0.7626
HOMO level (spin up / spin down) = -0.35807 / -0.35807 Ha
Total charge = +1
2S+1 = 2

Structure (XYZ):
```
110
C32H61N5O6S6 | the OMol25 dataset | ωB97M-V with the def2-TZVPD basis set
C -0.5372 3.0227 5.5333
S 0.3825 2.3555 4.0783
O -0.4756 2.6112 2.8259
C 1.7229 3.5953 3.8777
H -0.0041 2.9659 6.4824
H -1.4190 2.3978 5.6747
H -0.8294 4.0434 5.2867
H 1.2948 4.5950 3.8052
H 2.3574 3.5251 2.9941
H 2.5178 3.5397 4.6214
C -2.9612 -2.8105 -0.9756
S -2.7289 -3.4569 0.7537
O -2.2129 -2.3448 1.6609
C -4.5346 -3.6708 1.2391
H -2.1950 -2.8458 -1.7501
H -3.3370 -1.7881 -1.0160
H -3.7200 -3.4961 -1.3529
H -5.2021 -3.3170 0.4534
H -4.7473 -3.1492 2.1723
H -4.6775 -4.7335 1.4351
C -1.6455 -1.9349 -4.9333
S -3.3143 -1.5865 -5.6056
O -3.5482 -2.4322 -6.7945
C -4.4758 -2.1571 -4.2511
H -1.4970 -1.3932 -3.9992
H -0.7769 -1.7397 -5.5622
H -1.7469 -2.9644 -4.5899
H -5.5052 -2.2616 -4.5939
H -4.4694 -1.4674 -3.4071
H -4.2389 -3.1622 -3.9022
C 0.3872 -2.0447 3.9138
S 1.8359 -3.0353 3.3351
O 2.3009 -3.6856 4.6556
C 0.8238 -4.3116 2.4299
H 0.7293 -1.3057 4.6382
H -0.4495 -2.6252 4.3025
H -0.0635 -1.4904 3.0906
H 1.5741 -4.9071 1.9098
H 0.0005 -3.8884 1.8543
H 0.3868 -4.8788 3.2518
C -1.4555 0.7235 0.5757
S -0.3866 -0.5000 -0.2912
O -0.9268 -0.6735 -1.7141
C 1.2414 0.3163 -0.3247
H -1.1254 1.7459 0.3922
H -1.3708 0.4452 1.6262
H -2.5030 0.7123 0.2748
H 1.6522 0.3756 0.6831
H 1.1707 1.3061 -0.7757
H 1.9642 -0.3044 -0.8542
C 4.1385 0.5292 3.5184
S 5.3738 -0.8395 3.6600
O 4.8660 -2.0893 4.3917
C 5.5204 -1.3150 1.8671
H 3.1697 0.3003 3.0743
H 4.5215 1.3435 2.9033
H 3.9657 0.9679 4.5011
H 5.7112 -0.4304 1.2594
H 4.5623 -1.6896 1.5069
H 6.3244 -2.0169 1.6457
N -2.6709 1.1354 -2.9505
C -2.6085 1.9561 -4.0927
C -3.9083 2.3926 -4.3534
C -4.7343 1.8893 -3.3521
C -3.9843 1.0463 -2.5280
H -1.8551 0.7220 -2.5218
H -1.6384 2.1215 -4.5377
H -4.1507 2.9952 -5.2163
H -5.7993 2.0409 -3.2566
H -4.2840 0.4441 -1.6830
N -3.2467 -0.9847 3.9102
C -2.7197 0.1831 4.4842
C -3.2604 0.2135 5.7905
C -4.0103 -0.8859 6.0057
C -4.0157 -1.6479 4.8638
H -3.0710 -1.3287 2.9769
H -2.0739 0.8475 3.9294
H -3.1831 1.0026 6.5238
H -4.4184 -1.1471 6.9709
H -4.4079 -2.6338 4.6625
N 1.1245 4.9334 -2.2310
C 1.6069 4.6779 -0.9591
C 0.5328 4.0765 -0.3372
C -0.5498 4.0452 -1.1675
C -0.2071 4.6298 -2.3312
H 1.7510 5.3271 -2.9184
H 2.6167 4.8717 -0.6288
H 0.4654 3.6685 0.6605
H -1.4657 3.5045 -0.9799
H -0.7842 4.9248 -3.1951
N 4.6469 -2.5789 -1.4904
C 4.2159 -1.4840 -2.1668
C 5.2147 -0.6048 -2.3204
C 6.3647 -1.1688 -1.6654
C 5.9552 -2.4282 -1.1723
H 4.1474 -3.4529 -1.4085
H 3.2833 -1.4132 -2.7069
H 5.2270 0.3698 -2.7856
H 7.3825 -0.8476 -1.5001
H 6.4345 -3.2035 -0.5929
N 1.9845 2.5739 -4.0355
C 1.1386 1.5492 -3.8196
C 1.5295 0.4535 -4.5728
C 2.7299 0.7978 -5.1986
C 2.9274 2.0722 -4.9393
H 2.0345 3.5046 -3.6463
H 0.3394 1.6965 -3.1083
H 1.0335 -0.4988 -4.6891
H 3.2871 0.1830 -5.8900
H 3.6588 2.7845 -5.2914
```

Entry 3:
Computed, not measured: a cluster of 3 separate species, C32H62BBr2NO12 in total, with ωB97M-V with the def2-TZVPD basis set.

Results
HOMO level = -0.32044 Ha

Structure (XYZ):
```
110
C32H62BBr2NO12 | the OMol25 dataset | ωB97M-V with the def2-TZVPD basis set
C 0.0134 -1.1147 0.9299
C -0.2651 -1.7865 -0.1983
C 0.5344 -2.0119 -1.4856
N 1.1766 -3.3374 -1.4547
C 1.6343 -3.8029 -0.1520
C 0.3715 -4.3806 -2.0815
C -0.8321 -4.9492 -1.3429
O 0.6591 -4.8424 -3.1865
O -0.5426 -2.1366 -2.4655
C -1.1479 -0.8897 -2.3387
O -2.3420 -0.7952 -2.3384
C -0.0338 0.1429 -2.1760
C -0.2440 1.0483 -3.4509
C -1.6336 1.7001 -3.5260
C -2.2911 1.4506 -4.8939
Br -1.5085 3.6660 -3.2937
B -0.2441 1.2682 -1.0523
O -1.4149 1.2496 -0.3069
O 0.6823 2.2539 -0.8875
C 1.0054 2.5545 0.4809
C 1.2817 -0.7571 -2.0949
C 2.3667 -0.4044 -1.0483
C 3.8423 -0.7228 -1.3689
C 4.3571 -2.0515 -0.8493
O 5.7771 -1.9671 -0.8741
C 6.3858 -3.2355 -1.0184
C 1.7605 -0.9487 -3.5420
Br 2.8354 -2.5767 -3.9381
C 2.5335 0.2288 -4.2000
C 2.8982 1.4863 -3.3877
H -0.7404 -0.5685 1.4754
H 1.0255 -1.1132 1.3112
H -1.2041 -2.3257 -0.2029
H 2.1245 -3.0319 0.4246
H 2.3866 -4.5714 -0.3160
H 0.8687 -4.2499 0.4847
H -0.8518 -6.0275 -1.4208
H -0.9233 -4.6237 -0.3126
H -1.6965 -4.5593 -1.8740
H -0.0519 0.5747 -4.4052
H 0.4686 1.8623 -3.3860
H -2.3520 1.3724 -2.7919
H -2.9529 0.5948 -4.7924
H -1.5586 1.3290 -5.6823
H -2.9170 2.2932 -5.1603
H -1.9159 2.0486 -0.5011
H 2.0869 2.5177 0.5663
H 0.6134 1.8072 1.1616
H 0.6535 3.5432 0.7473
H 2.3724 0.6515 -0.8153
H 2.1832 -0.8849 -0.0977
H 4.1061 -0.6488 -2.4167
H 4.4637 0.0115 -0.8606
H 4.0804 -2.1294 0.2064
H 4.0026 -2.9028 -1.4216
H 5.9317 -3.9824 -0.3689
H 6.3542 -3.5389 -2.0643
H 7.4273 -3.1199 -0.7388
H 0.9064 -1.1641 -4.1606
H 3.4503 -0.1362 -4.6412
H 1.9498 0.5654 -5.0524
H 3.9354 1.4860 -3.0737
H 2.2727 1.6809 -2.5295
H 2.7998 2.3514 -4.0396
C -2.8120 -7.7531 6.0300
O -1.8347 -6.7663 5.7888
C -0.5896 -7.3198 5.3981
C 0.2097 -6.3262 4.5865
O -0.2161 -6.2097 3.2366
C -1.4175 -5.4932 2.9941
C -1.2791 -3.9954 3.1461
O -1.3209 -3.6183 4.5117
C -0.6780 -2.3873 4.7455
H -2.5195 -8.4056 6.8606
H -3.7380 -7.2440 6.2891
H -2.9856 -8.3588 5.1329
H -0.7433 -8.2296 4.8063
H -0.0264 -7.5761 6.3061
H 1.2339 -6.7007 4.5273
H 0.2435 -5.3526 5.0790
H -2.2414 -5.8766 3.5980
H -1.6571 -5.6946 1.9468
H -2.1148 -3.4988 2.6324
H -0.3352 -3.6714 2.6892
H 0.3807 -2.4380 4.4617
H -0.7420 -2.1775 5.8112
H -1.1649 -1.5742 4.1938
C -2.1609 8.0075 3.5570
O -2.5630 8.1426 2.2136
C -2.1380 9.3685 1.6412
C -2.0226 9.2524 0.1382
O -0.8475 8.5880 -0.3007
C -0.8078 7.1759 -0.1575
C -1.6735 6.4286 -1.1464
O -3.0315 6.4504 -0.7280
C -3.9398 6.2829 -1.7945
H -2.6110 8.7844 4.1857
H -2.4960 7.0326 3.9055
H -1.0689 8.0537 3.6450
H -1.1687 9.6687 2.0559
H -2.8836 10.1381 1.8847
H -1.9392 10.2653 -0.2617
H -2.9190 8.8019 -0.2916
H -1.0317 6.8735 0.8674
H 0.2302 6.9029 -0.3621
H -1.3452 5.3833 -1.1944
H -1.5707 6.8845 -2.1390
H -3.8284 7.0865 -2.5327
H -4.9452 6.3306 -1.3800
H -3.8046 5.3153 -2.2864
```

Entry 4:
Computed, not measured: a cluster of 4 separate species, C32H63BrClN3O6P2S in total, with ωB97M-V with the def2-TZVPD basis set.

Results
HOMO level = -0.31898 Ha

Structure (XYZ):
```
109
C32H63BrClN3O6P2S | the OMol25 dataset | ωB97M-V with the def2-TZVPD basis set
N 4.2760 -0.4627 0.0002
P 2.7332 -0.3972 -0.2594
C 1.7504 -1.7711 0.5448
P 0.0974 -0.9987 1.2145
O -0.1560 0.2473 0.1556
O 0.6200 -0.2934 2.5912
O 2.3847 -2.2330 1.7199
C 2.8730 -3.5056 1.5904
O 3.3195 -4.0509 2.5231
C 2.7482 -3.9272 0.1141
C 2.6139 -5.4320 -0.2187
N 2.8894 -6.3090 0.9028
C 4.0831 -3.4660 -0.5105
C 5.2655 -3.4950 0.2175
C 6.4417 -3.0640 -0.3802
N 6.5543 -2.6427 -1.6371
C 5.4249 -2.6579 -2.3359
C 4.1894 -3.0403 -1.8345
C 1.5032 -3.0752 -0.2511
Br 0.0448 -4.0958 0.7722
C 1.0569 -2.9883 -1.7089
C -0.4361 -2.7306 -1.9504
C -1.2815 -3.9866 -2.2493
C -2.2601 -3.7699 -3.4098
S -3.9024 -4.4420 -3.1977
O -4.7507 -3.3819 -2.7580
O -4.2622 -5.1377 -4.3902
Cl -3.7592 -5.8033 -1.6985
H 4.5909 0.3620 0.4971
H 2.1450 0.7818 0.2203
H 2.3938 -0.4405 -1.6238
H 0.1980 1.0973 0.4540
H 0.0624 0.4746 2.7764
H 1.6296 -5.6251 -0.6532
H 3.3353 -5.6685 -0.9973
H 2.8680 -7.2761 0.6200
H 2.2569 -6.1441 1.6717
H 5.2865 -3.8445 1.2366
H 7.3487 -3.0640 0.2097
H 5.4925 -2.3480 -3.3712
H 3.3372 -3.0067 -2.4854
H 1.3686 -3.9045 -2.2046
H 1.5782 -2.1522 -2.1570
H -0.8955 -2.1859 -1.1285
H -0.5050 -2.0789 -2.8220
H -1.8108 -4.2514 -1.3437
H -0.6233 -4.8227 -2.4742
H -1.8251 -4.2093 -4.3020
H -2.4003 -2.7097 -3.5963
C -3.2045 3.7665 3.4594
C -2.9535 4.1767 2.0116
C -1.6756 3.5806 1.4274
C -0.3840 4.0002 2.1350
C -0.1396 5.5063 2.1887
C -0.0001 6.1489 0.8118
H -2.4115 4.1210 4.1206
H -4.1435 4.1883 3.8188
H -3.2687 2.6803 3.5533
H -2.9290 5.2669 1.9372
H -3.7970 3.8477 1.4002
H -1.6155 3.8431 0.3676
H -1.7518 2.4865 1.4598
H 0.4648 3.5243 1.6271
H -0.3811 3.6059 3.1559
H 0.7746 5.6882 2.7588
H -0.9449 5.9965 2.7421
H 0.8221 5.6968 0.2528
H 0.2067 7.2155 0.9027
H -0.9107 6.0420 0.2208
C -2.4263 5.6743 10.2007
C -2.7494 5.1491 8.8048
C -1.7034 5.5252 7.7567
C -1.5350 7.0278 7.5248
C -2.8098 7.7601 7.1095
C -3.3854 7.2632 5.7872
H -2.3991 6.7646 10.2262
H -3.1787 5.3497 10.9204
H -1.4574 5.3035 10.5409
H -3.7369 5.5043 8.4982
H -2.8170 4.0590 8.8462
H -1.9584 5.0354 6.8120
H -0.7362 5.1101 8.0566
H -0.7740 7.1749 6.7515
H -1.1358 7.4953 8.4288
H -2.5838 8.8257 7.0206
H -3.5679 7.6754 7.8926
H -2.6536 7.3690 4.9826
H -4.2722 7.8342 5.5095
H -3.6759 6.2130 5.8455
C 1.1976 -3.9507 -5.8425
C 0.5802 -2.8316 -6.6790
C -0.7648 -3.2132 -7.2965
C -0.7273 -4.3790 -8.2844
C 0.2085 -4.1784 -9.4750
C -0.1728 -2.9918 -10.3559
H 1.4292 -4.8280 -6.4461
H 2.1318 -3.6133 -5.3883
H 0.5251 -4.2420 -5.0304
H 1.2837 -2.5172 -7.4536
H 0.4247 -1.9597 -6.0364
H -1.1918 -2.3350 -7.7879
H -1.4590 -3.4697 -6.4891
H -1.7426 -4.5507 -8.6534
H -0.4423 -5.2954 -7.7597
H 0.1947 -5.0874 -10.0812
H 1.2395 -4.0601 -9.1296
H -1.1879 -3.1051 -10.7414
H 0.5010 -2.9114 -11.2096
H -0.1217 -2.0487 -9.8098
```

The following E values (in Ha) correspond, in order, to the records above: -1741.212520, -4369.641181, -7386.835319, -5987.870926.